(1)
Here is C38H37N2P2S3Ta as an isolated structure from the Open Molecules 2025 dataset. Energies are from ωB97M-V/def2-TZVPD.

Element x y z (Å)
C (0.91, -6.04, 1.72)
H (2.53, -6.89, 0.61)
H (1.88, 5.32, 1.35)
C (0.95, 4.87, 1.70)
C (-4.26, -3.41, 3.98)
C (7.72, 0.25, 0.33)
H (1.93, 3.17, 2.64)
N (-0.07, 2.72, 2.42)
C (-3.81, -0.72, -1.63)
C (1.26, -3.80, 0.11)
C (-0.10, -5.43, -3.33)
C (-2.25, -4.44, -1.87)
H (-2.24, 3.88, 3.97)
S (-0.96, 2.07, -0.06)
H (-3.12, -4.05, -1.35)
H (0.69, -3.45, -3.26)
C (-2.24, -2.15, 3.64)
H (-3.87, 3.29, 3.67)
H (-2.79, 1.27, 1.66)
C (-0.13, -4.09, -2.97)
H (-4.82, -4.74, 2.39)
H (7.49, -0.90, 2.13)
H (5.02, -0.95, 1.97)
C (0.09, -4.93, 1.89)
H (-2.88, -4.18, 1.00)
C (-3.01, -3.69, 1.95)
H (1.44, 2.88, 0.99)
C (-2.08, -2.75, 2.40)
H (-3.46, -2.03, 5.41)
H (-0.67, -4.95, 2.66)
H (1.43, -2.93, -0.51)
N (-2.11, 1.67, 2.28)
S (0.47, -0.86, 2.08)
C (-3.34, -2.48, 4.43)
C (-4.10, -4.01, 2.74)
S (0.30, -0.80, -2.54)
C (0.26, -3.81, 1.08)
C (7.09, 0.88, -0.74)
C (5.61, -0.44, 1.22)
H (0.67, 5.36, 2.63)
Ta (0.31, -0.02, -0.28)
H (-2.23, -1.63, -4.51)
C (2.32, 0.14, 0.02)
H (-0.25, 2.83, 3.41)
H (8.80, 0.27, 0.39)
C (1.90, -6.03, 0.74)
H (-5.11, -3.67, 4.60)
C (3.55, 0.16, 0.07)
C (4.97, 0.20, 0.15)
H (-1.11, -7.32, -3.24)
H (0.73, -5.82, -3.91)
C (-2.40, 1.72, 3.72)
H (-3.03, -6.43, -1.96)
H (-5.76, 0.17, -1.53)
C (1.15, 3.38, 1.91)
C (-1.20, -3.60, -2.23)
C (-1.14, -6.27, -2.96)
H (-3.66, -0.74, -0.55)
H (-4.30, -0.71, -5.46)
H (-3.12, 3.05, 5.25)
H (-6.06, 0.19, -3.98)
C (-2.94, 3.06, 4.18)
C (6.99, -0.41, 1.30)
H (-1.49, 1.43, 4.26)
C (-2.82, -1.23, -2.46)
H (0.78, -6.91, 2.34)
H (5.20, 1.36, -1.65)
C (-4.15, -0.72, -4.39)
H (2.86, -4.89, -0.81)
H (7.67, 1.39, -1.49)
P (-1.33, -1.89, -1.75)
C (-2.21, -5.78, -2.23)
H (-3.12, 0.92, 3.91)
C (-2.99, -1.23, -3.85)
C (-1.02, 2.15, 1.71)
H (0.18, 5.05, 0.96)
P (-0.71, -2.33, 1.32)
C (-5.15, -0.21, -3.55)
C (2.08, -4.91, -0.06)
C (5.71, 0.86, -0.83)
H (-1.51, -1.44, 4.01)
C (-1.17, -1.50, -0.10)
C (-4.98, -0.22, -2.18)

Calculated values
total charge: +2
gap between HOMO and LUMO: 6.9 eV
energy above the lowest of the compared OMol25 structures with the same formula, charge and spin: 8.7 kcal/mol
multiplicity: 1

Löwdin population analysis, charges in e, atoms 1 to 8: C -0.05; H 0.12; H 0.09; C -0.06; C -0.05; C -0.05; H 0.13; N 0.05

(2)
Here is C38H38Cl3N4OTi as an isolated structure at a distorted geometry from the Open Molecules 2025 dataset. Energies are from ωB97M-V/def2-TZVPD.

Element x y z (Å)
H (-0.58, 1.77, -5.61)
H (-1.87, -2.29, -2.12)
C (-2.23, 2.01, -4.19)
H (-2.54, -5.86, 0.84)
H (-0.85, -0.57, 3.27)
H (-0.39, -6.08, -0.47)
C (3.90, -0.02, -1.03)
C (-1.49, -3.59, -0.45)
C (-1.28, 2.18, 2.08)
C (-3.09, 0.87, -4.71)
C (-0.95, -5.82, -1.37)
C (4.98, 0.14, -0.19)
C (0.09, -0.47, 3.80)
C (-3.06, -5.48, -0.04)
C (2.93, -1.60, 0.52)
C (0.44, 4.29, 2.49)
H (-3.68, -3.83, -2.18)
C (-0.83, -1.28, -0.56)
H (-1.28, 5.34, 3.28)
H (-3.56, -6.33, -0.50)
C (2.45, -0.17, 5.08)
H (-2.57, 3.98, -3.27)
H (-2.29, -0.33, -2.68)
C (0.38, 2.04, -1.43)
C (-1.53, 0.36, -2.35)
C (-1.77, 3.37, 2.64)
C (-1.37, 1.58, -3.01)
N (-0.23, -1.33, 0.65)
C (-2.87, -4.55, -2.34)
C (1.35, -0.54, 5.82)
H (-3.82, 0.53, -3.97)
H (3.47, 5.82, 2.44)
H (1.44, -0.70, 6.89)
H (4.12, -2.04, 2.26)
H (-0.17, 3.39, -2.96)
H (-2.22, -4.18, -3.14)
H (5.92, -0.46, 1.65)
N (-0.02, 2.02, 1.75)
C (2.72, 5.06, 2.31)
H (-1.37, -6.74, -1.78)
C (1.43, 5.30, 2.65)
C (-0.90, -3.62, 0.81)
Ti (1.09, 0.39, 1.02)
C (-2.11, -4.84, -1.06)
H (3.87, 0.50, -1.98)
H (2.23, -2.40, 0.71)
N (0.21, 0.86, -0.81)
H (2.10, -1.11, -1.40)
H (-1.94, 2.73, -6.20)
C (-1.44, -2.38, -1.13)
C (-0.92, 4.42, 2.85)
C (-0.72, 0.03, -1.28)
Cl (3.99, 0.04, 5.81)
H (-3.83, -4.78, 0.29)
H (5.79, 0.80, -0.48)
H (3.19, 0.35, 3.14)
C (-0.28, -2.50, 1.31)
H (-3.66, 1.21, -5.58)
H (1.15, 2.68, -1.03)
C (-1.32, 2.52, -5.32)
H (-2.82, 3.43, 2.90)
H (-0.76, -0.94, 5.70)
Cl (4.76, 3.52, 1.38)
Cl (0.98, 6.83, 3.29)
H (-0.26, -5.40, -2.10)
H (-0.80, 3.44, -5.06)
H (-3.86, 2.80, -2.97)
C (-3.14, 3.16, -3.71)
C (5.05, -0.57, 1.01)
H (0.21, -2.53, 2.27)
H (-0.89, -4.52, 1.41)
C (0.85, 3.07, 1.95)
H (-3.70, 3.55, -4.56)
C (2.33, 0.04, 3.72)
C (0.14, -0.67, 5.16)
O (2.45, 1.58, 1.08)
C (2.19, 2.82, 1.59)
N (1.17, -0.14, 3.07)
C (2.86, -0.89, -0.68)
C (-0.37, 2.42, -2.51)
C (4.04, -1.44, 1.36)
H (-2.49, 0.02, -5.03)
C (3.11, 3.80, 1.78)
H (-1.94, 1.35, 1.89)
H (-3.33, -5.47, -2.71)

Calculated values
total charge: +2
gap between HOMO and LUMO (spin up / spin down): 7.2 / 7.4 eV
<S²>: 0.755
energy above the lowest of the compared OMol25 structures with the same formula, charge and spin: 10.9 kcal/mol
multiplicity: 2

Löwdin population analysis, charges in e, atoms 1 to 8: H 0.10; H 0.11; C -0.55; H 0.08; H 0.11; H 0.09; C -0.06; C -0.11

(3)
Here is C38H38IrN5SbSe4 as an isolated structure at a distorted geometry from the Open Molecules 2025 dataset. Energies are from ωB97M-V/def2-TZVPD.

Element x y z (Å)
H (-2.06, 3.14, 0.79)
C (2.33, -1.93, -3.84)
H (-5.60, -0.99, 2.73)
C (-3.04, 1.80, 2.09)
H (0.75, -2.68, 2.55)
N (-0.39, -2.20, 0.82)
H (2.65, -3.06, -1.54)
C (3.96, 0.84, -2.46)
H (1.01, -0.04, 6.36)
H (1.47, -2.11, -0.64)
H (6.62, -0.24, -0.68)
C (2.69, 0.07, 2.05)
Se (-2.07, 5.91, -0.43)
Ir (0.13, 0.19, 0.50)
C (1.55, 0.05, -4.89)
C (4.64, -0.01, 0.09)
C (0.76, 0.35, -3.79)
H (-1.75, 0.02, 3.12)
H (-1.32, -0.13, 5.50)
C (-2.37, 0.31, -0.94)
N (-0.82, -4.27, 0.21)
H (-0.06, 2.04, -2.72)
C (-4.00, 1.94, 3.08)
H (4.30, -0.15, 3.45)
H (-4.02, 2.85, 3.67)
C (-3.94, -0.38, 1.56)
H (-2.25, 0.24, -3.91)
H (2.87, 0.05, 4.80)
Sb (0.22, 5.20, 0.29)
C (3.28, 0.27, -0.20)
H (2.97, -2.81, -3.85)
C (-0.48, -0.05, 4.82)
H (-2.99, -1.14, -3.10)
N (-1.99, 0.42, 0.34)
C (-4.88, -0.20, 2.56)
C (-1.48, -0.17, -1.92)
C (0.69, -0.56, -2.72)
H (1.57, 0.75, -5.71)
C (-3.96, -1.68, 0.81)
H (0.21, -5.27, 1.80)
C (1.63, 0.10, 3.03)
N (-0.18, -0.32, -1.64)
C (0.08, 1.69, -3.74)
C (1.87, 0.04, 4.41)
C (4.04, -0.10, 2.40)
H (2.94, -1.31, -5.80)
H (-1.11, 2.66, 2.19)
C (1.54, -1.68, -2.73)
C (5.00, -0.22, 1.44)
C (5.26, 0.40, -2.20)
H (-4.62, -2.39, 1.31)
Se (0.47, 5.89, 2.68)
H (-2.96, -2.10, 0.75)
C (2.32, -1.09, -4.94)
C (-4.92, 0.94, 3.33)
H (0.67, 2.43, -4.28)
H (-1.14, -5.05, -0.33)
H (0.93, -3.44, -1.66)
C (0.20, -3.05, 1.71)
H (3.71, 1.26, -3.42)
C (0.82, -0.01, 5.30)
H (-2.42, 3.83, 2.38)
Se (0.58, 2.45, 0.09)
H (-1.52, -2.61, -0.93)
H (-0.90, 1.66, -4.22)
Se (1.85, 6.53, -1.08)
H (-4.16, 1.43, -0.61)
C (-0.99, -2.96, -0.07)
H (-1.35, -1.26, -3.75)
H (-4.42, -0.04, -1.56)
H (-4.33, -1.55, -0.21)
C (-2.98, 0.63, 1.31)
H (6.04, -0.41, 1.69)
N (2.31, 0.15, 0.76)
C (-2.05, -0.60, -3.24)
H (6.00, 0.43, -2.99)
C (0.31, 0.17, 2.54)
C (-0.73, 0.04, 3.46)
C (-0.06, -4.34, 1.35)
C (-2.11, 2.93, 1.85)
H (-5.67, 1.05, 4.10)
C (2.99, 0.75, -1.48)
C (5.60, 0.02, -0.93)
C (-3.73, 0.79, -1.38)
H (-3.64, 1.36, -2.30)
C (1.65, -2.62, -1.57)
H (2.01, 1.12, -1.68)

Calculated values
total charge: -1
gap between HOMO and LUMO (spin up / spin down): 3.2 / 3.2 eV
energy above the lowest of the compared OMol25 structures with the same formula, charge and spin: 30.8 kcal/mol
multiplicity: 1

Löwdin population analysis, charges in e, atoms 1 to 8: H -0.01; C -0.06; H 0.10; C -0.21; H 0.11; N -0.01; H 0.09; C -0.05